(A)
Here is a cluster of 2 separate species, CH4BClS in total from the OMol25 dataset. Energies are from the ωB97M-V functional and the def2-TZVPD basis.

Geometry as XYZ:
```
8
CH4BClS | the OMol25 dataset | the ωB97M-V functional and the def2-TZVPD basis
B 1.81246 -0.08258 0.94426
C -1.81960 0.15372 -0.89765
S -2.29705 -0.57282 0.48222
Cl 3.06191 -0.06416 -0.27806
H 1.15885 0.98142 1.05390
H 1.36099 -1.09213 1.28771
H -1.98646 -0.45870 -1.85233
H -1.29110 1.13525 -0.74006
```

## Properties
SMILES string = BCl.C=S
highest occupied orbital energy = -8.96 eV
HOMO-LUMO gap = 0.3090 hartree
E_LUMO = -0.550 eV


(B)
Here is an isolated molecule of CH4BClS from the OMol25 dataset. Energies are from the ωB97M-V functional and the def2-TZVPD basis.

Geometry as XYZ:
```
8
CH4BClS | the OMol25 dataset | the ωB97M-V functional and the def2-TZVPD basis
B -1.35197 0.51220 -0.07838
C 0.03660 -0.32084 0.09811
S 1.49907 0.84998 -0.08598
Cl 3.04026 -0.52626 -0.01708
H -1.82606 -0.08143 -0.83761
H 0.08297 -1.10148 -0.57316
H -1.84844 1.51080 0.45559
H 0.36758 -0.84298 1.03852
```

## Properties
SMILES string = BCSCl
highest occupied orbital energy = -9.06 eV
HOMO-LUMO gap = 0.3062 hartree
E_LUMO = -0.734 eV


We find (A) to be the most stable, with the next structure 13.8 kcal/mol higher.


(A)
Here is a cluster of 2 separate species, C5H11N3 in total from the OMol25 dataset. Energies are from the ωB97M-V functional and the def2-TZVPD basis.

Geometry as XYZ:
```
19
C5H11N3 | the OMol25 dataset | the ωB97M-V functional and the def2-TZVPD basis
C 1.57597 -2.22911 0.03026
C 0.60257 -0.23835 -0.61523
C -1.45520 2.12996 1.32532
C -3.07272 1.89125 -0.69463
C -2.24711 2.10827 0.23845
N 2.37306 -3.24887 0.23683
N 0.56921 1.04965 -0.63396
N 1.78872 -1.00454 -0.36021
H 0.47287 -2.53907 -0.01778
H -1.52011 2.88321 2.14134
H -0.86445 1.30801 1.65742
H -4.16378 1.87963 -0.35501
H -2.99710 1.94318 -1.77311
H -0.28876 -0.88301 -0.62011
H 2.03275 -4.27658 0.43776
H 3.35921 -3.28522 0.37108
H -0.31324 1.62685 -0.36481
H 1.44073 1.49725 -0.62851
H 2.70737 -0.61253 -0.37511
```

## Properties
highest occupied orbital energy = -16.06 eV
HOMO-LUMO gap = 0.2367 hartree
E_LUMO = -9.620 eV
total charge = +2


(B)
Here is the ion C5H11N3 with charge +2 from the OMol25 dataset. Energies are from the ωB97M-V functional and the def2-TZVPD basis.

Geometry as XYZ:
```
19
C5H11N3 | the OMol25 dataset | the ωB97M-V functional and the def2-TZVPD basis
C -0.70332 -0.06305 1.51055
C 0.91813 0.87063 0.18861
C -1.16065 -0.42993 0.18375
C -0.22574 0.12875 -0.88421
C 0.40880 -0.62942 -1.98790
N 0.50374 0.57766 1.44708
N -1.36449 -0.27899 2.60629
N 1.97531 1.33176 -0.20836
H -1.29278 -1.45885 -0.06925
H -2.13482 -0.14376 -0.03484
H -0.78845 1.01862 -1.32173
H 0.78896 -1.59459 -1.98695
H 1.04356 0.03171 -2.49508
H -0.25025 -0.55822 -2.86389
H 0.92816 0.91832 2.32107
H -2.34627 -0.64137 2.70967
H -0.86485 -0.22008 3.49770
H 2.18501 1.31297 -1.20469
H 2.78324 1.69697 0.24303
```

## Properties
SMILES string = C[C@H]1CC(=[NH2+])NC1=[NH2+]
highest occupied orbital energy = -19.89 eV
HOMO-LUMO gap = 0.4056 hartree
E_LUMO = -8.851 eV
total charge = +2


We find (B) to be the most stable, with the next structure 67.2 kcal/mol higher.


(A)
Here is a cluster of 2 separate species, C5H6ClN in total from the OMol25 dataset. Energies are from the ωB97M-V functional and the def2-TZVPD basis.

Geometry as XYZ:
```
13
C5H6ClN | the OMol25 dataset | the ωB97M-V functional and the def2-TZVPD basis
C -0.33242 1.79882 0.06358
C -1.56054 -0.42780 0.40450
C -0.94173 0.59837 0.24803
C -2.29390 -1.64574 0.60092
C 2.51543 0.63506 -0.74904
N 0.17743 2.81586 -0.11381
Cl 2.11061 -0.39169 0.63916
H 1.85228 0.37600 -1.56938
H -3.32833 -1.50526 0.28438
H -2.27830 -1.92004 1.65603
H -1.84878 -2.45180 0.01751
H 3.55085 0.44524 -1.01974
H 2.37740 1.67298 -0.46213
```

## Properties
SMILES string = CC#CC#N.CCl
highest occupied orbital energy = -10.16 eV
HOMO-LUMO gap = 0.3987 hartree
E_LUMO = 0.691 eV


(B)
Here is a cluster of 2 separate species, C5H6ClN in total from the OMol25 dataset. Energies are from the ωB97M-V functional and the def2-TZVPD basis.

Geometry as XYZ:
```
13
C5H6ClN | the OMol25 dataset | the ωB97M-V functional and the def2-TZVPD basis
C -1.38246 1.86588 -0.01228
C 0.95520 0.91929 0.59575
C -0.28892 1.15022 0.19481
C 1.77379 -0.39013 0.43151
C -1.45424 -1.07207 -0.79367
N -2.40718 2.37291 -0.19029
Cl -1.24343 -2.39997 0.26999
H 1.70854 1.74242 0.93362
H 2.47047 -0.18433 -0.28955
H 1.10559 -1.17131 0.00474
H 2.05909 -0.81412 1.27301
H -2.52792 -0.89598 -0.83284
H -0.76853 -1.12281 -1.58479
```

## Properties
highest occupied orbital energy (spin up / spin down) = -8.93 / -8.90 eV
HOMO-LUMO gap (spin up / spin down) = 0.3139 / 0.2887 hartree
E_LUMO (spin up / spin down) = -0.391 / -1.049 eV


We find (A) to be the most stable, with the next structure 74.5 kcal/mol higher.


(A)
Here is a cluster of 5 separate species, C2H14N2O4 in total from the OMol25 dataset. Energies are from the ωB97M-V functional and the def2-TZVPD basis.

Geometry as XYZ:
```
22
C2H14N2O4 | the OMol25 dataset | the ωB97M-V functional and the def2-TZVPD basis
C 1.72421 -0.26510 -1.40163
N 0.62735 -0.96758 -0.74048
C 0.75080 -2.31436 -0.51108
N -0.15247 -2.91038 0.15357
H 2.47883 0.06289 -0.67822
H 2.23466 -0.95842 -2.07245
H 1.38085 0.59647 -1.96247
H 0.23244 -0.43537 0.03036
H 1.60278 -2.80434 -0.98151
H -0.07659 -3.90677 0.29136
H 1.16432 2.37381 0.02764
H 0.97238 3.86013 -0.43055
O 1.61238 3.15452 -0.32632
H -1.63893 -1.29215 -0.11508
H -2.52846 -1.58280 1.06996
O -2.42540 -0.96056 0.34297
H -2.59327 1.02462 0.85958
H -2.25461 1.89359 -0.43619
O -2.09136 1.76414 0.49818
H -0.39165 1.57442 1.26454
H 0.41774 0.83255 2.34355
O 0.48981 1.20532 1.46083
```

## Properties
SMILES string = [H]/N=C/NC.O.O.O.O
highest occupied orbital energy = -9.11 eV
HOMO-LUMO gap = 0.3575 hartree
E_LUMO = 0.621 eV


(B)
Here is a cluster of 5 separate species, C2H14N2O4 in total from the OMol25 dataset. Energies are from the ωB97M-V functional and the def2-TZVPD basis.

Geometry as XYZ:
```
22
C2H14N2O4 | the OMol25 dataset | the ωB97M-V functional and the def2-TZVPD basis
C -1.13985 0.05075 0.10105
C -1.54612 -1.03927 -0.79660
N -1.07975 -0.82153 -2.17766
N -2.26245 0.97474 0.69555
H -0.52995 0.67659 -0.54756
H -2.48881 -1.54685 -0.67018
H -1.85492 -0.45731 -2.72888
H -0.70970 -1.67188 -2.60448
H -2.34909 1.81690 0.13301
H -3.06106 0.35011 0.71776
H 0.29207 -1.34896 -1.23202
H 1.45768 -0.54677 -0.72058
O 1.05901 -1.44842 -0.68160
H 3.25952 1.26152 -0.97016
H 2.16549 1.45286 0.56303
O 2.38737 0.95545 -0.71371
H 1.37127 -1.53710 2.25807
H -0.70263 -0.24819 1.06066
O 1.17993 -0.71512 2.70974
H 1.65360 0.03632 2.27560
H 1.08218 2.19488 1.76160
O 1.81621 1.61124 1.56735
```

## Properties
highest occupied orbital energy = -8.22 eV
HOMO-LUMO gap = 0.1406 hartree
E_LUMO = -4.398 eV


We find (A) to be the most stable, with the next structure 157.1 kcal/mol higher.


(A)
Here is an isolated molecule of C6H13N3 from the OMol25 dataset. Energies are from the ωB97M-V functional and the def2-TZVPD basis.

Geometry as XYZ:
```
22
C6H13N3 | the OMol25 dataset | the ωB97M-V functional and the def2-TZVPD basis
C -2.98832 0.06369 0.57231
C -2.11172 -0.96913 -0.07240
C -1.00085 -1.00454 -0.85794
C -0.27350 0.21862 -0.90050
C 1.19401 1.76883 -0.13416
C 2.42464 -0.94005 0.68515
H -2.46481 0.98085 0.79833
H -3.50099 -0.25718 1.52510
H -3.76371 0.39593 -0.20096
H -2.35981 -2.06484 0.11475
H -0.70677 -1.90656 -1.26031
H 0.46933 0.30902 -1.82302
H -0.97484 1.15283 -0.96303
H 1.55485 1.57837 -1.35701
H 0.38060 2.69110 -0.11171
H 2.14967 1.83259 0.76901
H 1.01796 -0.32558 2.15275
H 3.21344 -1.48314 1.51776
H 3.47202 -1.42707 -0.99576
N 0.43307 0.62081 0.26900
N 1.22173 -0.40524 0.96545
N 2.61401 -0.82932 -0.69281
```

## Properties
SMILES string = [H]/N=C/NN(C)C/C=C\C
highest occupied orbital energy = -8.61 eV
HOMO-LUMO gap = 0.3455 hartree
E_LUMO = 0.793 eV


(B)
Here is a structure of composition C6H13N3 from the OMol25 dataset. Energies are from the ωB97M-V functional and the def2-TZVPD basis.

Geometry as XYZ:
```
22
C6H13N3 | the OMol25 dataset | the ωB97M-V functional and the def2-TZVPD basis
C -1.44199 -0.48489 0.55795
C -0.20585 0.44969 0.88865
C 0.36858 0.48047 2.26178
C 0.84607 0.35951 -0.23231
C 0.66552 -1.04928 -1.12105
C -0.73549 1.71591 -1.33651
H -2.03276 0.25199 -0.63369
H -1.05000 -1.91690 0.29911
H -2.29582 -0.30740 1.61535
H 0.23957 -0.77950 2.53664
H -0.08703 1.20302 3.18982
H 1.45130 0.64180 2.52549
H 1.92910 0.45964 0.11758
H 0.98882 -0.99751 -2.13065
H -0.28752 -1.48066 -1.62484
H 0.93508 -2.08127 0.49958
H 2.48900 -1.79423 -0.34754
H -1.75175 1.77050 -1.25266
H -1.31953 1.84419 -2.93017
N 1.42406 -1.93276 -0.24195
N 0.11316 1.68940 -0.18600
N -0.24250 1.95827 -2.45457
```

## Properties
highest occupied orbital energy = -9.09 eV
HOMO-LUMO gap = 0.3492 hartree
E_LUMO = 0.413 eV


(C)
Here is a cluster of 2 separate species, C6H13N3 in total from the OMol25 dataset. Energies are from the ωB97M-V functional and the def2-TZVPD basis.

Geometry as XYZ:
```
22
C6H13N3 | the OMol25 dataset | the ωB97M-V functional and the def2-TZVPD basis
C 1.96822 -2.07661 1.73904
C 1.43489 2.12327 -0.29960
C 1.31032 -1.90013 0.60887
C 0.85972 1.12059 0.36242
C -0.03131 -1.23463 0.50831
C 0.15234 0.03665 -0.26855
N -1.50889 1.69431 -1.59139
N -2.62417 -0.03443 -0.59305
N -1.67759 0.95193 -0.45805
H 2.94717 -2.52341 1.76009
H 1.55410 -1.78332 2.68983
H 1.90486 2.94727 0.20846
H 1.44078 2.15433 -1.37609
H 1.75372 -2.19639 -0.33100
H 0.85514 1.12522 1.44460
H -0.72857 -1.90359 -0.00649
H -0.40957 -1.01642 1.50766
H 0.35831 -0.09580 -1.32586
H -1.83885 2.64165 -1.45322
H -1.89367 1.27553 -2.43755
H -2.68312 -0.56267 0.26820
H -2.50599 -0.65305 -1.40263
```

## Properties
highest occupied orbital energy = -7.19 eV
HOMO-LUMO gap = 0.2998 hartree
E_LUMO = 0.971 eV


(D)
Here is a structure of composition C6H13N3 from the OMol25 dataset. Energies are from the ωB97M-V functional and the def2-TZVPD basis.

Geometry as XYZ:
```
22
C6H13N3 | the OMol25 dataset | the ωB97M-V functional and the def2-TZVPD basis
C 1.63133 1.99081 0.75723
C 1.02311 0.94361 -0.34109
C -0.55358 1.14303 -0.00761
C -1.59088 0.15298 -0.38266
C -1.82794 -2.32225 -0.39600
C 1.26030 -0.48287 -0.01493
H 1.40298 1.63937 1.86130
H 1.57898 3.09526 0.53386
H 2.94655 1.83968 0.98530
H 1.28906 1.25590 -1.28650
H -0.93073 2.04979 -0.94911
H -0.41212 1.53495 1.12426
H -2.45868 0.40623 0.62641
H -1.95089 0.23854 -1.43627
H -2.73777 -2.79671 0.83372
H -2.90104 -2.00418 -1.59304
H -0.89027 -3.23145 -0.68645
H 0.54250 -2.32305 -0.55871
H 2.68456 0.26848 1.00737
N -0.91877 -1.17032 -0.13355
N 0.46082 -1.36743 -0.73126
N 2.35248 -0.86035 0.78774
```

## Properties
highest occupied orbital energy = -8.47 eV
HOMO-LUMO gap = 0.3208 hartree
E_LUMO = 0.255 eV


We find (C) to be the most stable, with the next structure 46.6 kcal/mol higher.